Density functional theory data (ωB97M-V with the def2-TZVPD basis set) for a structure of composition C6H7CuLiO6 in a non-equilibrium geometry.

```
21
C6H7CuLiO6 ωB97M-V with the def2-TZVPD basis set
Cu 2.66493 0.76583 0.08578
O 0.59088 1.31445 1.03334
O -0.90899 2.00682 -0.50736
C -1.99839 1.51078 0.26948
C -2.45986 0.14781 -0.24148
O 1.24541 2.15461 -0.92174
C 0.37080 1.81371 -0.10437
H -1.71752 1.46249 1.32832
H -2.80872 2.23850 0.14594
H -2.65646 0.19292 -1.31898
H -3.39760 -0.10368 0.27494
Li 0.60647 -0.48780 1.64043
O -1.14854 -1.18882 1.24577
O -0.93950 -1.54014 -0.94921
C 0.36073 -2.61523 -0.68428
C 1.61462 -1.88493 -0.56087
O 1.95492 -1.23262 0.51147
C -1.46296 -0.94767 0.07240
H 0.05284 -3.14922 0.22144
H 0.29134 -3.22076 -1.59170
H 2.22847 -1.78005 -1.47014
```

Results
HOMO level (spin up / spin down) = -6.90 / -9.35 eV
E = -63466.2449 eV
2S+1 = 2
Total charge = 0
Energy above the lowest of the compared OMol25 structures with the same formula, charge and spin = 7.3 kJ/mol
F_max = 1.32 eV/Å
⟨S²⟩ = 0.754
HOMO-LUMO gap (spin up / spin down) = 6.49 / 8.95 eV

For each atom in turn, the Mulliken charge in e is: Cu 0.574; O -0.841; O -0.377; C -0.437; C -0.420; O -0.799; C 1.048; H 0.311; H 0.350; H 0.246; H 0.337; Li 0.920; O -0.810; O -0.431; C -0.395; C -0.049; O -0.818; C 0.686; H 0.288; H 0.280; H 0.335

Density functional theory data (ωB97M-V with the def2-TZVPD basis set) for a structure of composition C6H7DyO6 in a non-equilibrium geometry.

```
20
C6H7DyO6 ωB97M-V with the def2-TZVPD basis set
O 0.07243 0.18226 1.59688
O -1.84658 -0.76306 0.74751
C -2.66171 0.36111 0.46503
C -1.97396 0.96395 -0.75302
O -0.59808 0.67774 -0.51386
C -0.51039 -0.40113 0.56303
H -3.68083 0.01422 0.26480
H -2.67249 1.05883 1.31658
H -2.12037 2.04596 -0.84422
H -2.29156 0.46647 -1.68047
Dy 1.06967 1.84232 0.61233
O 2.87259 1.79633 0.10131
O 2.39367 -0.31099 0.11266
C 1.65916 -1.29533 -0.43031
C 0.25895 -1.58765 -0.04369
O 4.54053 0.25159 0.05178
C 3.39703 0.64251 0.01111
H 2.16374 -1.60585 -1.34324
H -0.30931 -1.93246 -0.92281
H 0.23750 -2.40682 0.68861
```

Results
HOMO level (spin up / spin down) = -11.44 / -11.67 eV
E = -42694.4674 eV
2S+1 = 7
Total charge = +1
Energy above the lowest of the compared OMol25 structures with the same formula, charge and spin = 0.0 kJ/mol
F_max = 8.42 eV/Å
⟨S²⟩ = 12.035
HOMO-LUMO gap (spin up / spin down) = 4.92 / 5.20 eV

For each atom in turn, the Mulliken charge in e is: O -0.853; O -0.423; C -0.389; C -0.351; O -0.549; C 0.752; H 0.342; H 0.245; H 0.294; H 0.237; Dy 1.485; O -0.596; O -0.165; C 0.109; C -0.567; O -0.435; C 0.656; H 0.464; H 0.346; H 0.399

Density functional theory data (ωB97M-V with the def2-TZVPD basis set) for the molecule C6H7F2NO3S in a non-equilibrium geometry.

```
20
C6H7F2NO3S ωB97M-V with the def2-TZVPD basis set
C -2.26836 -0.06634 -1.02159
C -1.52292 -1.37268 -0.77547
C -1.92148 1.02019 -0.33273
C -0.53610 -1.36166 0.10323
C -0.97853 1.09401 0.84015
C 0.03520 0.02548 0.70883
N 2.69602 -0.49748 -0.23599
O 0.95665 0.26821 -1.84940
O 1.70640 1.84949 -0.08560
O 3.09502 -0.48836 1.11365
F 0.30714 -2.42010 0.34520
F -1.64695 0.96225 1.97701
S 1.32046 0.50237 -0.50754
H -2.92989 0.11123 -1.81192
H -2.15173 -2.23642 -0.98987
H -2.45480 1.89484 -0.65449
H -0.42363 2.11775 0.91025
H 0.49485 -0.18190 1.62398
H 2.55362 -1.46205 -0.67684
H 3.66904 0.24118 1.31913
```

Results
HOMO level = -9.48 eV
E = -30233.9333 eV
Total charge = 0
Energy above the lowest of the compared OMol25 structures with the same formula, charge and spin = 187.3 kJ/mol
F_max = 4.54 eV/Å
HOMO-LUMO gap = 9.70 eV

For each atom in turn, the Mulliken charge in e is: C -0.225; C -0.613; C -0.624; C 0.205; C 0.212; C -0.399; N -0.292; O -0.601; O -0.684; O -0.404; F -0.300; F -0.311; S 1.231; H 0.447; H 0.439; H 0.346; H 0.321; H 0.595; H 0.313; H 0.344

Density functional theory data (ωB97M-V with the def2-TZVPD basis set) for the molecule C6H7FO in a non-equilibrium geometry.

```
15
C6H7FO ωB97M-V with the def2-TZVPD basis set
C 1.61150 -0.10245 -0.15488
C 1.85275 -1.39904 -0.10511
C 0.24208 0.55139 -0.18713
C 0.10341 1.86831 -0.01318
C -0.95289 -0.27833 -0.48306
C -1.94248 -0.50593 0.60654
H 2.86273 -1.77717 0.05536
H 1.03576 -2.09124 -0.24218
H -0.88812 2.33745 -0.11707
H 0.91218 2.48069 0.28778
H -0.79598 -0.93712 -1.35027
H -2.51999 -1.41776 0.57430
H -1.87440 0.03284 1.56931
O -2.24362 0.42128 -0.47982
F 2.59708 0.81708 0.03941
```

Results
HOMO level = -9.30 eV
E = -11097.7748 eV
Total charge = 0
Energy above the lowest of the compared OMol25 structures with the same formula, charge and spin = 217.7 kJ/mol
F_max = 1.98 eV/Å
HOMO-LUMO gap = 10.11 eV

For each atom in turn, the Mulliken charge in e is: C 0.482; C -0.823; C 0.310; C -0.993; C -0.142; C -0.338; H 0.289; H 0.275; H 0.316; H 0.353; H 0.459; H 0.287; H 0.246; O -0.457; F -0.261

Density functional theory data (ωB97M-V with the def2-TZVPD basis set) for the molecule C6H7FO2 in a non-equilibrium geometry.

```
16
C6H7FO2 ωB97M-V with the def2-TZVPD basis set
C -2.68601 -0.53421 0.18521
C -1.34371 -1.15527 0.16256
C -2.52024 0.66945 -0.44458
C -0.54840 -0.22589 -0.49869
C 1.87064 0.70864 -0.00655
C 0.90254 -0.25461 -0.92256
O -1.22253 0.87030 -0.86653
O 3.23122 0.55201 -0.03372
F 1.33753 -1.54639 -0.79201
H -3.63957 -0.98935 0.43510
H -1.05605 -2.21411 0.28060
H -3.30285 1.41049 -0.69342
H 1.40345 0.78820 1.05625
H 1.76531 1.73018 -0.44623
H 1.06018 -0.01084 -2.02876
H 3.64083 -0.09973 0.61386
```

Results
HOMO level = -8.76 eV
E = -13146.0791 eV
Total charge = 0
Energy above the lowest of the compared OMol25 structures with the same formula, charge and spin = 44.7 kJ/mol
F_max = 3.19 eV/Å
HOMO-LUMO gap = 9.62 eV

For each atom in turn, the Mulliken charge in e is: C -0.269; C -0.417; C -0.397; C 0.156; C -0.566; C 0.418; O -0.324; O -0.523; F -0.338; H 0.364; H 0.356; H 0.392; H 0.346; H 0.247; H 0.224; H 0.330

Density functional theory data (ωB97M-V with the def2-TZVPD basis set) for a structure of composition C6H7HgO6 in a non-equilibrium geometry.

```
20
C6H7HgO6 ωB97M-V with the def2-TZVPD basis set
O 0.74053 1.03974 0.81889
O 1.70134 0.42793 -1.18176
C 2.54186 -0.60708 -0.72332
C 1.54835 -1.72052 -0.38429
O 0.35433 -1.02789 -0.07147
C 0.56177 0.43804 -0.32513
H 3.24318 -0.87888 -1.52046
H 3.11156 -0.28721 0.16434
H 1.87671 -2.33266 0.46742
H 1.37597 -2.37861 -1.25041
Hg -0.30657 -0.35200 2.03981
O -2.16653 1.33784 0.76777
O -3.51180 1.61046 2.49898
C -1.95093 0.78774 -0.44295
C -0.65410 0.92180 -1.14907
O -2.07641 -0.13677 2.40540
C -2.63695 0.90899 2.00248
H -2.59215 -0.07960 -0.61181
H -0.68305 0.35394 -2.09141
H -0.47715 1.97473 -1.41301
```

Results
HOMO level (spin up / spin down) = -2.30 / -5.46 eV
E = -22792.0458 eV
2S+1 = 3
Total charge = -1
F_max = 8.72 eV/Å
⟨S²⟩ = 2.006
HOMO-LUMO gap (spin up / spin down) = 5.81 / 8.78 eV

For each atom in turn, the Mulliken charge in e is: O -0.846; O -0.487; C -0.428; C -0.503; O -0.448; C 1.111; H 0.321; H 0.239; H 0.266; H 0.222; Hg 0.410; O -0.259; O -0.629; C -0.619; C -0.285; O -0.681; C 0.665; H 0.369; H 0.273; H 0.309

Density functional theory data (ωB97M-V with the def2-TZVPD basis set) for a cluster of 2 separate species, C6H7I in total in a non-equilibrium geometry.

```
14
C6H7I ωB97M-V with the def2-TZVPD basis set
C 1.11467 -1.00042 0.24121
C 0.08568 -1.80410 0.29275
C -1.08921 -0.92480 -0.11335
C -0.51826 0.41111 -0.16635
C 0.78276 0.48601 0.03824
C 1.83912 1.52420 0.14194
I -4.39369 -0.21235 -0.19379
H -1.20528 -1.05196 -1.26144
H -1.92298 -1.10220 0.56062
H -1.14570 1.23974 -0.42242
H 0.05896 -2.82114 0.21396
H 1.56974 2.43396 -0.38841
H 2.77155 1.15556 -0.31272
H 2.05262 1.66639 1.36977
```

Results
HOMO level (spin up / spin down) = -8.97 / -8.97 eV
E = -14431.0120 eV
Total charge = 0
Energy above the lowest of the compared OMol25 structures with the same formula, charge and spin = 357.0 kJ/mol
F_max = 3.50 eV/Å
HOMO-LUMO gap (spin up / spin down) = 8.55 / 5.81 eV

For each atom in turn, the Mulliken charge in e is: C -0.282; C -0.875; C -0.188; C -0.366; C 0.621; C -1.085; I 0.051; H 0.268; H 0.245; H 0.320; H 0.437; H 0.333; H 0.316; H 0.206

Density functional theory data (ωB97M-V with the def2-TZVPD basis set) for the ion C6H7IN3 with charge +1 in a non-equilibrium geometry.

```
17
C6H7IN3 ωB97M-V with the def2-TZVPD basis set
C 0.12327 1.42776 0.27834
C -0.46694 -0.19493 -1.39866
C -0.26141 2.40707 -0.62992
C -0.81997 0.87387 -2.21327
C 0.02075 0.09575 -0.12469
C 0.43368 -0.97495 0.76631
N -0.71661 2.13227 -1.83469
N -0.68818 -1.52640 1.73548
N 1.59547 -1.53142 0.82688
I -0.33211 -2.86594 3.20365
H 0.48932 1.68971 1.25637
H -0.57239 -1.21322 -1.73786
H -0.19924 3.45521 -0.37224
H -1.20010 0.70943 -3.21170
H -1.52579 -0.96485 1.76872
H 2.33083 -1.24504 0.19135
H 1.78941 -2.27432 1.49591
```

Results
HOMO level = -13.55 eV
E = -18898.5807 eV
Total charge = +1
Energy above the lowest of the compared OMol25 structures with the same formula, charge and spin = 0.0 kJ/mol
F_max = 6.72 eV/Å
HOMO-LUMO gap = 8.94 eV

For each atom in turn, the Mulliken charge in e is: C -0.136; C -0.193; C -0.379; C -0.379; C 0.269; C 0.555; N -0.521; N -0.572; N -0.289; I 0.254; H 0.441; H 0.448; H 0.389; H 0.390; H 0.321; H 0.294; H 0.109

Density functional theory data (ωB97M-V with the def2-TZVPD basis set) for the molecule C6H7IN3P in a non-equilibrium geometry.

```
18
C6H7IN3P ωB97M-V with the def2-TZVPD basis set
C 1.10152 -0.51883 -1.23893
C -1.00100 0.77637 -1.60856
C -0.00390 0.19322 -0.82675
C -0.29772 -0.06456 0.51750
C 1.28309 -1.56801 0.95604
C 2.10525 -1.13227 -0.22964
N -2.03914 1.28729 -1.04199
N 0.07985 -0.91037 1.32480
N -2.50736 0.86931 0.07836
P -3.27049 1.94825 1.04536
I 3.58708 0.51916 0.26366
H 1.21178 -0.61007 -2.32184
H -0.97559 1.09133 -2.58510
H 1.03349 -2.58576 0.71481
H 1.98040 -1.71445 1.95096
H 2.86452 -1.79858 -0.54450
H -2.36671 2.97406 1.38333
H -2.78504 1.24390 2.16248
```

Results
HOMO level (spin up / spin down) = -7.84 / -7.91 eV
E = -28188.7224 eV
Total charge = 0
F_max = 5.07 eV/Å
HOMO-LUMO gap (spin up / spin down) = 6.91 / 6.70 eV

For each atom in turn, the Mulliken charge in e is: C -0.620; C -0.677; C 0.906; C 0.411; C -0.511; C -0.778; N -0.288; N -0.424; N -0.129; P -0.062; I 0.001; H 0.348; H 0.458; H 0.348; H 0.286; H 0.601; H 0.053; H 0.076

Density functional theory data (ωB97M-V with the def2-TZVPD basis set) for the molecule C6H7IS in a non-equilibrium geometry.

```
15
C6H7IS ωB97M-V with the def2-TZVPD basis set
C 1.24309 -0.28273 0.88743
C 2.39256 0.37988 0.82611
C 0.73098 1.54677 -0.65478
C 0.11686 0.50383 -0.08277
C -1.49898 -1.31524 -0.68187
C -1.29149 0.08940 -0.15530
S 2.39633 1.76262 -0.22639
I -2.18267 0.26298 1.86649
H 0.99282 -1.16410 1.43526
H 3.30271 0.16056 1.34789
H 0.30548 2.24724 -1.34932
H -0.84323 -2.02198 -0.18019
H -1.26780 -1.33989 -1.74756
H -2.52849 -1.63976 -0.54963
H -1.86816 0.81044 -0.73537
```

Results
HOMO level = -8.66 eV
E = -25270.5974 eV
Total charge = 0
Energy above the lowest of the compared OMol25 structures with the same formula, charge and spin = 0.0 kJ/mol
F_max = 4.86 eV/Å
HOMO-LUMO gap = 8.95 eV

For each atom in turn, the Mulliken charge in e is: C -0.557; C -0.297; C -0.430; C 0.520; C -1.124; C -0.661; S -0.135; I 0.029; H 0.354; H 0.416; H 0.382; H 0.325; H 0.346; H 0.361; H 0.469

The lowest E belongs to which entry?
C6H7CuLiO6

Number 10 is which compound?
C6H7IS

Repeat the tenth record exactly.
Density functional theory data (ωB97M-V with the def2-TZVPD basis set) for the molecule C6H7IS in a non-equilibrium geometry.

```
15
C6H7IS ωB97M-V with the def2-TZVPD basis set
C 1.24309 -0.28273 0.88743
C 2.39256 0.37988 0.82611
C 0.73098 1.54677 -0.65478
C 0.11686 0.50383 -0.08277
C -1.49898 -1.31524 -0.68187
C -1.29149 0.08940 -0.15530
S 2.39633 1.76262 -0.22639
I -2.18267 0.26298 1.86649
H 0.99282 -1.16410 1.43526
H 3.30271 0.16056 1.34789
H 0.30548 2.24724 -1.34932
H -0.84323 -2.02198 -0.18019
H -1.26780 -1.33989 -1.74756
H -2.52849 -1.63976 -0.54963
H -1.86816 0.81044 -0.73537
```

Results
HOMO level = -8.66 eV
E = -25270.5974 eV
Total charge = 0
Energy above the lowest of the compared OMol25 structures with the same formula, charge and spin = 0.0 kJ/mol
F_max = 4.86 eV/Å
HOMO-LUMO gap = 8.95 eV

For each atom in turn, the Mulliken charge in e is: C -0.557; C -0.297; C -0.430; C 0.520; C -1.124; C -0.661; S -0.135; I 0.029; H 0.354; H 0.416; H 0.382; H 0.325; H 0.346; H 0.361; H 0.469